# 1
The following is a quantum chemistry calculation of a cluster of 11 separate species, C54H136N17O15P5 in total in a non-equilibrium geometry, from the Open Molecules 2025 dataset.

Properties
**DFT total energy**: -5905.502322 hartree
**SMILES**: CN(C)P(=O)(N(C)C)N(C)C.CN(C)P(=O)(N(C)C)N(C)C.CN(C)P(=O)(N(C)C)N(C)C.CN(C)P(=O)(N(C)C)N(C)C.CN(C)P(=O)(N(C)C)N(C)C.COC[C@H](C)N.COC[C@H](C)N.O=C1CCCO1.O=C1CCCO1.O=C1CCCO1.O=C1CCCO1
**HOMO level**: -8.233 eV
**ΔE to the lowest compared entry with this formula, charge and spin**: 0.0 kJ/mol

```
! wB97M-V def2-TZVPD RIJCOSX def2/J DEFGRID3
* xyz 0 1
O 0.131 -1.916 1.668
P -0.584 -0.834 0.957
N -0.894 0.477 1.918
C -1.408 1.724 1.375
C -0.281 0.515 3.254
N -2.071 -1.266 0.369
C -2.231 -2.252 -0.647
C -3.289 -0.749 0.963
N 0.289 -0.175 -0.293
C 1.499 0.544 0.090
C -0.040 -0.237 -1.699
H -0.572 2.443 1.290
H -2.042 2.183 2.139
H -1.830 1.534 0.399
H -0.378 -0.469 3.710
H -0.826 1.223 3.887
H 0.769 0.820 3.142
H -1.329 -2.862 -0.757
H -3.032 -2.961 -0.442
H -2.391 -1.774 -1.617
H -3.296 -0.624 2.047
H -3.494 0.252 0.571
H -4.112 -1.422 0.724
H 1.391 1.181 0.971
H 2.380 -0.096 0.208
H 1.685 1.200 -0.764
H 0.641 0.310 -2.344
H -1.048 0.155 -1.862
H 0.024 -1.286 -1.987
O 2.989 3.711 2.648
P 4.441 3.542 2.490
N 5.209 3.723 1.049
C 5.307 2.585 0.148
C 5.082 4.999 0.344
N 4.878 2.002 2.971
C 6.264 1.584 3.093
C 3.900 1.161 3.674
N 5.290 4.654 3.412
C 4.610 4.955 4.654
C 6.749 4.742 3.494
H 6.319 2.178 0.138
H 4.906 2.827 -0.831
H 4.699 1.742 0.497
H 4.760 4.846 -0.674
H 6.063 5.483 0.389
H 4.444 5.663 0.922
H 6.779 2.109 3.911
H 6.318 0.527 3.355
H 6.914 1.778 2.235
H 2.886 1.530 3.523
H 4.051 0.123 3.374
H 4.033 1.321 4.763
H 4.414 4.062 5.263
H 5.083 5.755 5.226
H 3.616 5.375 4.484
H 7.238 4.520 2.549
H 7.182 4.094 4.262
H 6.961 5.782 3.763
O -0.890 -6.822 -0.077
P -0.235 -6.956 1.242
N -1.135 -7.793 2.346
C -2.020 -8.880 1.963
C -1.142 -7.517 3.758
N 0.159 -5.498 1.921
C -0.848 -4.625 2.527
C 1.473 -4.933 1.682
N 1.210 -7.779 1.187
C 1.926 -7.952 2.465
C 1.853 -8.317 -0.022
H -1.490 -9.812 2.157
H -2.143 -8.761 0.884
H -2.993 -8.797 2.437
H -2.028 -6.924 4.019
H -0.284 -6.922 4.080
H -1.122 -8.406 4.394
H -1.434 -5.162 3.276
H -0.288 -3.836 3.010
H -1.557 -4.211 1.804
H 2.224 -5.539 2.213
H 1.886 -4.907 0.662
H 1.517 -3.906 2.033
H 2.993 -7.880 2.271
H 1.566 -7.248 3.208
H 1.668 -8.969 2.792
H 2.568 -9.053 0.340
H 2.307 -7.620 -0.731
H 1.035 -8.787 -0.575
O 3.290 -5.724 -6.332
P 2.077 -5.289 -5.625
N 0.764 -6.303 -5.867
C 0.126 -7.155 -4.912
C 0.453 -6.581 -7.244
N 1.623 -3.789 -6.186
C 0.546 -3.105 -5.512
C 1.573 -3.511 -7.628
N 2.299 -4.955 -4.004
C 3.205 -3.884 -3.634
C 2.079 -5.921 -2.903
H 0.135 -6.736 -3.922
H 0.445 -8.205 -4.898
H -0.931 -7.208 -5.186
H -0.198 -7.444 -7.367
H 1.344 -6.735 -7.861
H -0.065 -5.730 -7.706
H -0.418 -3.488 -5.887
H 0.557 -3.386 -4.459
H 0.563 -2.017 -5.549
H 0.593 -3.798 -8.013
H 1.811 -2.452 -7.680
H 2.327 -4.072 -8.173
H 3.598 -3.409 -4.540
H 2.710 -3.117 -3.035
H 4.117 -4.303 -3.200
H 2.319 -6.926 -3.279
H 1.005 -6.039 -2.752
H 2.562 -5.620 -1.986
O 0.502 6.537 -3.462
P 0.805 6.582 -2.017
N 2.264 7.303 -1.720
C 2.663 7.860 -0.436
C 3.331 6.972 -2.656
N 0.912 5.007 -1.455
C -0.109 4.040 -1.868
C 1.565 4.646 -0.222
N -0.252 7.394 -1.025
C -1.596 6.824 -0.875
C -0.322 8.839 -1.144
H 3.264 7.137 0.129
H 1.871 8.169 0.239
H 3.284 8.729 -0.685
H 3.959 7.860 -2.775
H 2.882 6.881 -3.643
H 3.842 6.064 -2.344
H -0.655 4.335 -2.756
H 0.420 3.101 -2.092
H -0.757 3.823 -1.004
H 2.085 5.530 0.132
H 0.838 4.291 0.526
H 2.294 3.823 -0.255
H -2.147 7.351 -0.100
H -2.201 6.788 -1.791
H -1.436 5.786 -0.569
H -0.883 9.241 -1.996
H 0.641 9.349 -1.107
H -0.818 9.211 -0.237
O -8.267 -0.035 4.391
C -7.566 -0.888 3.986
O -7.942 -2.175 3.865
C -6.875 -3.004 3.426
C -5.652 -2.072 3.384
C -6.228 -0.681 3.289
H -7.032 -3.433 2.437
H -6.675 -3.814 4.120
H -4.911 -2.307 2.618
H -4.995 -2.251 4.246
H -6.442 -0.564 2.225
H -5.771 0.158 3.796
O -3.863 2.860 3.866
C -5.023 2.996 4.089
O -5.951 2.930 3.121
C -7.282 3.188 3.650
C -7.144 2.942 5.160
C -5.671 3.229 5.437
H -7.986 2.475 3.240
H -7.513 4.223 3.411
H -7.461 1.925 5.369
H -7.767 3.660 5.693
H -5.186 2.600 6.178
H -5.579 4.270 5.753
O 0.878 7.473 2.516
C 0.260 6.526 2.852
O -0.861 6.155 2.227
C -1.560 5.106 2.911
C -0.421 4.428 3.664
C 0.449 5.621 4.064
H -2.043 4.463 2.181
H -2.356 5.505 3.543
H 0.161 3.851 2.941
H -0.690 3.876 4.562
H 1.506 5.402 4.149
H 0.002 6.107 4.932
O 2.837 1.270 9.372
C 2.215 1.107 8.360
O 1.781 2.189 7.638
C 1.360 1.782 6.340
C 0.985 0.320 6.479
C 1.936 -0.171 7.585
H 2.151 1.962 5.611
H 0.494 2.338 5.975
H 1.098 -0.211 5.541
H 0.016 0.233 6.976
H 2.863 -0.371 7.031
H 1.632 -1.006 8.196
C 3.477 4.631 -8.020
C 2.441 4.275 -6.949
C 2.586 2.825 -6.528
O 1.633 2.583 -5.500
C 1.731 1.347 -4.862
N 2.656 5.038 -5.678
H 4.201 5.319 -7.602
H 3.022 5.017 -8.932
H 3.899 3.670 -8.334
H 1.401 4.437 -7.252
H 3.568 2.516 -6.158
H 2.229 2.188 -7.357
H 1.001 1.317 -4.066
H 2.745 1.088 -4.537
H 1.465 0.612 -5.641
H 2.231 4.523 -4.909
H 2.061 5.865 -5.743
C -4.167 -4.253 -2.941
C -5.156 -4.264 -4.053
C -6.250 -5.333 -3.775
O -7.400 -5.197 -4.554
C -7.154 -5.540 -5.900
N -5.857 -2.936 -4.080
H -3.577 -5.152 -2.758
H -4.695 -4.148 -1.984
H -3.457 -3.437 -3.067
H -4.711 -4.347 -5.046
H -6.430 -5.290 -2.699
H -5.807 -6.336 -3.910
H -6.757 -4.775 -6.574
H -8.082 -5.927 -6.325
H -6.463 -6.395 -5.947
H -6.651 -3.080 -4.694
H -6.220 -2.800 -3.137
*
```

These are the Löwdin partial charges, in e, on atoms 1 to 99: O -0.2753; P 0.5121; N -0.3061; C -0.0939; C -0.0896; N -0.2824; C -0.1365; C -0.1030; N -0.2849; C -0.0918; C -0.0987; H 0.0637; H 0.0681; H 0.0744; H 0.0717; H 0.0822; H 0.0675; H 0.0920; H 0.0751; H 0.0728; H 0.0799; H 0.0754; H 0.0749; H 0.0636; H 0.0834; H 0.0680; H 0.0495; H 0.0846; H 0.0721; O -0.2660; P 0.4994; N -0.2901; C -0.1076; C -0.0944; N -0.2915; C -0.1042; C -0.1003; N -0.2854; C -0.1171; C -0.1113; H 0.0744; H 0.0789; H 0.0735; H 0.0600; H 0.0875; H 0.0596; H 0.0655; H 0.0849; H 0.0738; H 0.0381; H 0.0884; H 0.0779; H 0.0846; H 0.0886; H 0.0564; H 0.0753; H 0.0696; H 0.0848; O -0.3014; P 0.4799; N -0.3062; C -0.0915; C -0.1493; N -0.2792; C -0.0927; C -0.1061; N -0.3093; C -0.1131; C -0.0784; H 0.0835; H 0.0719; H 0.0831; H 0.0747; H 0.0681; H 0.0882; H 0.0487; H 0.0630; H 0.0746; H 0.0608; H 0.0798; H 0.0620; H 0.0838; H 0.0520; H 0.0870; H 0.0796; H 0.0542; H 0.0778; O -0.2909; P 0.5056; N -0.2884; C -0.1238; C -0.1153; N -0.3109; C -0.1266; C -0.1008; N -0.3021; C -0.1219; C -0.0984; H 0.0403

=====

# 2
The following is a quantum chemistry calculation of a cluster of 2 separate species, C4H4N2S in total in a non-equilibrium geometry, from the Open Molecules 2025 dataset.

Properties
**DFT total energy**: -662.309526 hartree
**HOMO level**: -8.661 eV
**ΔE to the lowest compared entry with this formula, charge and spin**: 567.4 kJ/mol

```
! wB97M-V def2-TZVPD RIJCOSX def2/J DEFGRID3
* xyz 0 1
C 2.462 0.108 0.279
C -1.975 0.231 0.132
C 3.030 -0.996 -0.121
C -1.838 1.592 0.008
N -0.975 -1.773 0.746
N -1.222 -0.667 0.552
S 1.553 1.294 0.702
H 3.726 -1.501 0.509
H 2.851 -1.309 -1.025
H -2.768 2.025 -0.209
H -0.836 1.975 0.065
*
```

Per-atom Löwdin charges, elementary charge units: C -0.7178; C -0.1597; C -0.0442; C 0.0246; N 0.2014; N -0.1576; S 0.7869; H 0.0664; H 0.0041; H 0.0273; H -0.0314

=====

# 3
The following is a quantum chemistry calculation of a structure of composition C24H31AsCl2IrN5O3PS3 in a non-equilibrium geometry, from the Open Molecules 2025 dataset.

Properties
**DFT total energy**: -6228.429876 hartree
**⟨S²⟩**: 8.804
**HOMO level (alpha / beta)**: -12.437 / -14.149 eV
**ΔE to the lowest compared entry with this formula, charge and spin**: 0.0 kJ/mol

```
! wB97M-V def2-TZVPD RIJCOSX def2/J DEFGRID3
* xyz 2 6
Ir -0.382 0.582 1.136
S 0.179 0.738 3.867
C 1.699 0.686 3.188
N 1.832 0.662 1.850
C 3.116 0.530 1.479
C 3.590 0.431 0.154
C 4.933 0.287 -0.049
C 5.839 0.239 1.041
C 5.408 0.326 2.341
C 4.035 0.470 2.563
S 3.194 0.577 4.049
H 2.886 0.447 -0.665
H 5.327 0.198 -1.052
H 6.892 0.123 0.837
H 6.107 0.279 3.162
C 1.068 2.245 -3.996
N 0.336 2.971 -2.973
C -1.085 3.100 -3.292
N -1.699 1.782 -3.327
C -0.954 0.969 -4.279
N 0.473 0.932 -3.935
C 0.811 0.146 -2.794
P -0.034 0.864 -1.246
C 0.649 2.623 -1.640
C -1.692 1.172 -2.001
H 2.131 2.210 -3.759
H 0.896 2.697 -4.972
H -1.167 3.582 -4.268
H -1.549 3.726 -2.530
H -1.048 1.400 -5.278
H -1.330 -0.054 -4.283
H 1.893 0.106 -2.659
H 0.409 -0.863 -2.891
H 1.727 2.642 -1.474
H 0.148 3.289 -0.933
H -2.260 1.812 -1.321
H -2.195 0.205 -2.042
C -3.424 -1.535 0.789
As -2.815 0.130 1.561
C -4.107 1.439 0.933
C -3.237 -0.001 3.439
H -4.516 -1.543 0.778
H -3.057 -2.353 1.404
H -3.043 -1.638 -0.227
H -5.088 1.190 1.343
H -4.171 1.416 -0.152
H -3.826 2.438 1.267
H -4.281 -0.306 3.543
H -3.102 0.976 3.906
H -2.589 -0.738 3.900
Cl 1.833 4.080 1.522
C 0.283 4.756 2.007
Cl -1.026 3.601 1.606
H 0.084 5.669 1.453
H 0.258 4.906 3.083
O -0.558 -1.584 -1.298
C -0.341 -2.184 -0.236
N -0.060 -1.541 0.923
S 0.036 -2.555 2.226
O -1.115 -2.323 3.055
O 1.331 -2.425 2.823
C -0.151 -4.020 1.271
C -0.113 -5.333 1.693
C -0.307 -6.309 0.719
C -0.528 -5.968 -0.612
C -0.561 -4.640 -1.018
C -0.365 -3.664 -0.052
H 0.059 -5.596 2.726
H -0.286 -7.351 1.002
H -0.674 -6.754 -1.339
H -0.731 -4.371 -2.049
*
```

Per-atom Löwdin charges, elementary charge units: Ir 0.7712; S 0.7775; C -1.1316; N -0.1124; C -0.3084; C -0.0015; C -0.0359; C -0.0245; C -0.0464; C -0.4220; S 1.1532; H 0.0776; H 0.1179; H 0.1239; H 0.1265; C -0.1097; N -0.0545; C -0.1151; N -0.1171; C -0.1125; N -0.0842; C -0.2270; P 0.9228; C -0.2614; C -0.3047; H 0.1506; H 0.1525; H 0.1499; H 0.1480; H 0.1480; H 0.1514; H 0.1004; H 0.0958; H 0.0954; H 0.0534; H 0.0751; H 0.0986; C -0.2424; As 0.9616; C -0.2759; C -0.2787; H 0.0524; H 0.0311; H 0.0231; H 0.0472; H 0.0204; H 0.0138; H 0.0533; H 0.0373; H 0.0041; Cl 0.5684; C -0.9266; Cl 0.4896; H 0.0419; H 0.0436; O -0.0902; C -0.5016; N -0.2361; S 0.6198; O -0.3178; O -0.2696; C -0.2124; C -0.0038; C -0.0274; C -0.0316; C 0.0177; C -0.1321; H 0.1330; H 0.1220; H 0.1198; H 0.1253